{"formula": "C42H45N8O5PRuS6SeSi", "method": "wB97M-V/def2-TZVPD", "elements": ["Ru", "Se", "S", "S", "S", "S", "S", "S", "P", "Si", "O", "O", "O", "O", "O", "N", "N", "N", "N", "N", "N", "N", "N", "C", "C", "C", "C", "C", "C", "C", "C", "C", "C", "C", "C", "C", "C", "C", "C", "C", "C", "C", "C", "C", "C", "C", "C", "C", "C", "C", "C", "C", "C", "C", "C", "C", "C", "C", "C", "C", "C", "C", "C", "C", "C", "H", "H", "H", "H", "H", "H", "H", "H", "H", "H", "H", "H", "H", "H", "H", "H", "H", "H", "H", "H", "H", "H", "H", "H", "H", "H", "H", "H", "H", "H", "H", "H", "H", "H", "H", "H", "H", "H", "H", "H", "H", "H", "H", "H", "H"], "coordinates": [[-0.173, 0.111, 0.845], [-0.084, -1.486, -0.985], [-2.468, 0.584, 0.714], [-6.274, -3.494, -0.965], [-2.446, 0.614, -2.617], [-4.391, -1.721, -2.402], [-0.466, -2.773, 2.808], [-4.552, -1.522, 0.461], [3.345, -0.011, 1.403], [0.030, 3.259, -0.609], [0.421, -3.377, 1.804], [4.349, 0.837, 2.075], [1.868, 0.162, 1.717], [0.043, -2.846, 4.152], [0.303, 1.661, -0.340], [1.614, -3.688, -0.655], [2.704, -2.221, 2.810], [2.885, 1.593, -0.637], [-1.737, -0.517, 4.352], [-0.582, -1.221, 2.369], [-0.624, 0.937, 2.829], [2.169, -2.506, -2.391], [-5.566, -5.629, 2.382], [1.057, 2.413, -3.118], [1.435, 6.369, 1.767], [0.852, 4.239, 0.759], [-4.390, 4.650, -1.040], [-3.956, -4.444, 3.724], [3.490, 0.257, -0.401], [4.142, -5.513, -3.305], [2.912, -5.791, -1.227], [2.240, 4.814, -3.826], [-3.348, -0.540, -1.660], [2.368, 3.713, -4.660], [-1.993, -3.567, 2.683], [1.575, 3.603, 1.773], [-2.755, -3.779, 3.827], [-2.309, 3.992, -2.044], [2.434, -4.499, -1.418], [-3.385, -0.477, -0.309], [1.767, 2.511, -4.308], [-2.433, -4.009, 1.436], [-2.520, 4.061, 0.342], [-1.028, 2.000, 3.514], [3.687, -1.789, 1.769], [-4.407, -4.919, 2.482], [3.669, -4.229, -3.493], [-3.836, 4.475, 0.222], [-1.021, -0.279, 3.268], [-3.627, 4.410, -2.173], [1.444, -2.487, -1.243], [2.259, -1.438, -3.370], [2.162, 5.716, 2.755], [-5.139, -2.309, -0.952], [3.768, -6.281, -2.193], [-3.624, -4.686, 1.338], [-1.735, 3.805, -0.786], [0.938, 3.505, -2.248], [0.785, 5.637, 0.785], [1.532, 4.708, -2.634], [-2.303, -0.261, -4.188], [-1.775, 1.855, 4.667], [-2.101, 0.561, 5.044], [2.799, -3.741, -2.523], [2.228, 4.331, 2.762], [1.845, 1.655, -4.970], [4.817, -5.938, -4.035], [2.928, 3.793, -5.583], [-5.416, 4.981, -1.139], [2.258, -1.876, -4.366], [-1.835, -3.822, 0.551], [1.618, 2.519, 1.814], [1.106, -3.915, 0.198], [-2.401, -3.414, 4.782], [-6.203, -5.628, 3.159], [2.692, 5.758, -4.103], [-1.646, 0.350, -4.805], [-1.849, -1.242, -4.046], [2.620, -6.384, -0.371], [2.671, 6.288, 3.521], [3.568, -2.427, 0.893], [-2.094, 3.940, 1.333], [3.175, -0.862, -3.235], [4.696, -1.882, 2.161], [0.206, 6.164, 0.034], [3.961, -3.640, -4.351], [-3.264, -0.355, -4.691], [2.786, 3.812, 3.532], [1.947, -2.807, 2.393], [-4.430, 4.664, 1.106], [-4.057, 4.550, -3.156], [1.456, 5.579, -1.993], [3.100, 1.971, -1.559], [-4.562, -4.607, 4.607], [4.538, 0.272, -0.698], [-2.693, 0.377, 5.933], [2.198, -1.405, 3.182], [2.934, -0.482, -0.969], [1.376, 7.450, 1.764], [-5.984, -5.723, 1.471], [0.571, 1.477, -2.851], [3.125, -2.728, 3.585], [-0.717, 2.968, 3.139], [-1.722, 3.811, -2.937], [-3.976, -5.035, 0.376], [4.161, -7.283, -2.091], [1.386, -0.797, -3.255], [3.204, 2.267, 0.067], [-2.090, 2.711, 5.243], [1.775, 1.553, -0.556]], "atomic_forces_ev_per_a": [[-0.61, 0.37, 1.71], [-0.95, 0.86, -0.64], [0.46, 0.01, -0.18], [0.00, -0.06, 0.04], [0.00, -0.01, -0.02], [-0.05, 0.03, -0.03], [0.04, 0.12, 0.04], [0.03, -0.05, 0.00], [0.04, 0.35, 0.12], [-0.17, -0.13, -0.08], [0.15, 0.01, -0.13], [-0.09, 0.01, -0.01], [0.06, -0.38, -0.27], [0.00, -0.03, 0.03], [0.51, 0.02, 0.01], [0.23, 0.15, 0.17], [-0.04, 0.01, 0.01], [-0.05, -0.03, -0.05], [-0.01, 0.00, -0.02], [0.08, -0.21, 0.22], [-0.46, 0.01, -0.27], [0.18, 0.11, 0.26], [-0.01, -0.05, -0.05], [-0.07, 0.00, -0.05], [0.00, 0.00, -0.01], [0.01, 0.02, 0.01], [-0.01, -0.02, -0.01], [-0.02, 0.01, 0.00], [0.14, 0.03, 0.01], [0.00, -0.01, -0.02], [-0.01, 0.03, -0.01], [-0.01, 0.00, 0.00], [-0.01, 0.11, 0.25], [0.01, 0.00, 0.01], [-0.02, -0.03, -0.04], [0.04, 0.00, -0.02], [-0.03, 0.06, -0.01], [-0.04, 0.02, 0.03], [0.17, 0.00, 0.17], [0.05, -0.22, -0.48], [0.00, 0.00, 0.01], [0.07, -0.06, 0.01], [0.01, 0.04, 0.00], [0.17, 0.12, -0.08], [0.02, 0.03, -0.11], [0.05, 0.05, -0.01], [-0.02, -0.01, 0.02], [0.00, 0.00, 0.00], [0.25, 0.10, 0.17], [0.02, 0.00, 0.01], [0.05, -1.35, -0.74], [-0.18, -0.05, -0.05], [0.00, 0.00, 0.00], [0.00, 0.01, 0.02], [-0.01, -0.02, -0.01], [-0.01, -0.07, 0.04], [0.00, 0.05, -0.02], [0.02, 0.04, -0.01], [-0.01, 0.00, 0.00], [0.04, -0.02, 0.02], [0.07, -0.06, 0.02], [0.03, 0.00, 0.06], [-0.01, 0.00, -0.02], [0.17, 0.12, 0.00], [-0.01, 0.01, 0.00], [-0.01, 0.00, -0.01], [-0.01, -0.01, 0.00], [-0.02, 0.01, -0.01], [0.00, -0.01, 0.00], [-0.02, 0.01, 0.00], [-0.03, 0.02, 0.01], [-0.01, 0.00, 0.00], [-0.08, 0.00, -0.05], [0.00, -0.01, 0.00], [-0.02, 0.03, -0.01], [0.01, 0.00, 0.01], [-0.02, 0.01, -0.01], [0.00, 0.01, -0.01], [0.00, 0.01, 0.01], [0.00, 0.00, 0.00], [0.02, -0.04, 0.05], [0.00, 0.00, 0.00], [0.02, 0.00, -0.01], [0.01, -0.01, -0.02], [-0.01, 0.00, 0.01], [0.01, 0.00, 0.01], [0.00, -0.01, 0.00], [0.01, 0.00, -0.01], [-0.07, -0.01, 0.05], [0.00, 0.00, 0.00], [0.00, 0.00, 0.00], [0.01, -0.01, 0.01], [-0.02, -0.01, -0.01], [0.02, -0.02, 0.01], [0.00, -0.08, -0.02], [0.00, 0.00, 0.00], [-0.01, -0.01, 0.00], [-0.05, 0.02, -0.08], [-0.01, 0.00, 0.01], [-0.04, 0.05, 0.01], [0.03, -0.01, 0.03], [-0.01, -0.01, 0.00], [-0.05, 0.00, -0.03], [0.01, 0.01, 0.00], [-0.01, 0.00, -0.03], [0.00, 0.00, 0.00], [0.05, 0.03, 0.02], [0.06, 0.02, -0.03], [0.00, -0.01, 0.01], [-0.04, 0.03, 0.09]], "e_lumo_ev": [-2.74, -2.86], "e_above_lowest_kj_mol": 62.3, "e_homo_ev": [-9.193, -9.203], "e_tot_ha": -7958.07540, "s2": 0.757, "charge": 1, "multiplicity": 2, "orbital_gap_ev": [6.45, 6.35]}


{"formula": "C42H45N8O5PRuS6SeSi", "method": "wB97M-V/def2-TZVPD", "elements": ["Ru", "Se", "S", "S", "S", "S", "S", "S", "P", "Si", "O", "O", "O", "O", "O", "N", "N", "N", "N", "N", "N", "N", "N", "C", "C", "C", "C", "C", "C", "C", "C", "C", "C", "C", "C", "C", "C", "C", "C", "C", "C", "C", "C", "C", "C", "C", "C", "C", "C", "C", "C", "C", "C", "C", "C", "C", "C", "C", "C", "C", "C", "C", "C", "C", "C", "H", "H", "H", "H", "H", "H", "H", "H", "H", "H", "H", "H", "H", "H", "H", "H", "H", "H", "H", "H", "H", "H", "H", "H", "H", "H", "H", "H", "H", "H", "H", "H", "H", "H", "H", "H", "H", "H", "H", "H", "H", "H", "H", "H", "H"], "coordinates": [[-0.453, 0.782, -0.026], [1.407, -0.437, 0.820], [-0.889, -2.684, 1.920], [-2.228, 0.341, 1.711], [-0.793, -0.427, 7.330], [-0.442, -2.038, 4.875], [1.156, 3.282, 1.739], [-1.799, 0.484, 4.675], [1.470, 1.734, -2.921], [-2.451, -1.390, -1.874], [0.403, 1.897, -1.847], [1.170, 4.657, 1.318], [1.216, 2.267, -4.272], [-1.119, -0.689, -1.214], [2.375, 2.535, 1.378], [-0.045, 2.495, 0.990], [0.708, 2.819, 7.561], [2.501, 3.518, -1.183], [0.445, -0.661, -3.323], [4.005, -1.347, -0.347], [4.170, 0.481, 0.799], [-1.941, 2.428, -0.174], [-1.736, 4.084, 1.533], [-2.496, 0.986, -3.453], [5.447, -0.057, 0.772], [-3.927, -3.229, -0.298], [-2.229, -3.532, -3.820], [-1.009, -0.634, 5.711], [3.315, -0.294, 0.118], [3.447, -2.464, -1.090], [0.428, 4.193, 4.181], [-0.994, -1.586, 3.281], [-3.132, -0.230, -3.180], [-2.960, 1.832, -4.454], [-1.602, -4.617, -4.421], [7.667, -1.576, 0.245], [0.117, -4.546, -2.747], [-0.520, -3.467, -2.147], [-3.190, 2.812, -0.416], [6.662, 0.376, 1.288], [-5.872, -2.686, 1.003], [-1.280, 3.075, 0.812], [0.950, 3.133, 3.448], [-4.264, -0.561, -3.933], [-0.420, -5.117, -3.894], [6.457, -2.011, -0.259], [1.337, 1.947, 4.072], [-5.767, -1.360, 0.604], [-2.976, 4.472, 1.248], [-4.746, -0.976, -0.249], [5.346, -1.226, 0.020], [1.235, 1.837, 5.437], [7.767, -0.403, 1.008], [1.783, -0.067, -3.078], [-4.727, 0.277, -4.936], [0.396, -3.825, 2.481], [-4.952, -3.621, 0.553], [2.978, 2.508, -2.176], [-1.695, -2.924, -2.683], [-3.806, -1.901, -0.711], [0.736, 2.906, 6.203], [-1.595, -0.388, 3.171], [0.318, 4.076, 5.549], [-4.072, 1.473, -5.200], [-3.758, 3.863, 0.277], [-0.111, -3.036, -1.235], [3.855, 1.293, 1.319], [1.027, -4.950, -2.318], [0.482, -1.620, -3.669], [0.617, -4.464, 1.628], [-0.146, -0.702, -2.389], [-4.685, 0.059, -0.567], [-3.144, -3.149, -4.255], [3.587, 1.765, -1.667], [-4.433, 2.127, -5.984], [-4.794, -1.485, -3.727], [-2.448, 2.766, -4.649], [-3.360, 5.298, 1.837], [-4.765, 4.189, 0.069], [2.597, 3.166, -0.195], [-3.720, 2.279, -1.198], [0.788, 1.910, 7.984], [-0.082, -0.088, -3.990], [-2.036, -5.071, -5.303], [0.117, 5.093, 3.668], [6.740, 1.277, 1.882], [-0.088, 4.893, 6.132], [2.202, -0.494, -2.173], [1.540, 0.927, 5.938], [6.386, -2.918, -0.844], [0.196, 3.507, 8.084], [-5.034, -4.655, 0.861], [2.431, -0.246, -3.935], [-1.637, 1.294, -2.865], [-5.597, -0.003, -5.516], [-6.484, -0.629, 0.955], [3.933, -3.383, -0.769], [0.045, -4.439, 3.308], [3.553, 2.996, -2.959], [2.384, -2.525, -0.865], [2.966, 4.420, -1.257], [1.730, 1.129, 3.479], [-3.216, -3.968, -0.650], [1.293, -3.272, 2.760], [3.602, -2.336, -2.162], [1.486, 3.651, -1.292], [0.076, -5.952, -4.372], [8.558, -2.155, 0.049], [-6.675, -2.991, 1.661], [8.735, -0.106, 1.388]], "atomic_forces_ev_per_a": [[-1.44, 1.38, -0.09], [1.22, -1.29, -0.20], [-0.03, -0.07, -0.01], [1.16, -0.34, -0.49], [-0.03, -0.04, -0.06], [-0.04, 0.00, -0.09], [-0.07, -0.19, -0.03], [0.03, 0.05, -0.10], [-0.39, 0.06, -0.04], [0.01, -0.06, 0.25], [0.28, -0.46, 0.46], [-0.02, 0.04, 0.06], [0.04, 0.01, -0.05], [0.31, 0.10, -0.44], [-0.09, 0.14, -0.09], [0.08, 0.33, -0.17], [0.09, 0.04, 0.02], [-0.05, -0.05, 0.16], [0.00, -0.11, 0.19], [0.07, 0.03, -0.38], [0.33, 0.20, -0.18], [0.13, -0.17, 0.49], [-0.09, 0.01, -0.11], [-0.03, -0.03, -0.03], [-0.07, -0.05, -0.27], [0.01, 0.05, 0.02], [0.04, 0.02, -0.01], [-0.05, -0.01, 0.13], [-1.44, -0.17, 1.60], [-0.01, -0.11, 0.07], [-0.02, -0.02, -0.03], [0.04, -0.18, -0.05], [0.05, 0.01, 0.03], [0.00, 0.02, 0.01], [0.00, -0.01, 0.00], [-0.02, -0.01, 0.04], [0.01, 0.02, -0.01], [-0.02, -0.02, 0.07], [0.00, -0.13, -0.21], [0.02, 0.06, 0.02], [0.03, 0.00, 0.02], [0.13, 0.40, 0.04], [0.08, -0.01, -0.03], [0.04, -0.02, 0.02], [0.01, 0.00, -0.01], [-0.02, -0.04, -0.05], [0.07, 0.11, 0.01], [-0.03, 0.01, 0.00], [0.03, -0.05, 0.02], [-0.03, -0.01, -0.06], [0.04, 0.15, -0.03], [0.11, 0.00, 0.03], [0.00, -0.05, 0.01], [0.08, 0.17, -0.09], [-0.02, -0.02, -0.01], [-0.07, 0.17, -0.01], [0.01, -0.01, 0.01], [-0.15, -0.12, -0.15], [-0.06, 0.01, -0.03], [-0.01, -0.06, -0.06], [0.03, 0.03, -0.02], [0.03, 0.21, -0.09], [-0.04, -0.02, 0.01], [0.01, 0.01, 0.00], [0.01, 0.05, -0.02], [0.03, 0.04, -0.03], [-0.20, 0.00, 0.03], [-0.01, -0.02, 0.01], [0.03, 0.02, -0.05], [-0.01, -0.02, 0.02], [-0.10, 0.14, -0.04], [0.00, 0.00, 0.01], [0.01, 0.01, -0.03], [0.11, 0.08, 0.08], [-0.01, 0.00, 0.00], [-0.04, 0.02, 0.00], [0.01, -0.01, 0.00], [-0.03, 0.00, -0.02], [0.00, 0.02, 0.00], [0.03, 0.02, -0.14], [-0.01, -0.04, 0.03], [-0.11, -0.02, -0.02], [-0.04, -0.09, -0.06], [0.01, 0.01, -0.01], [0.00, 0.02, 0.02], [-0.01, 0.01, -0.02], [0.02, 0.02, -0.01], [-0.08, -0.07, 0.03], [0.01, 0.01, -0.01], [0.01, 0.01, -0.01], [-0.04, -0.02, 0.00], [0.00, 0.00, 0.00], [0.03, -0.03, 0.04], [-0.01, 0.02, 0.00], [-0.01, 0.01, 0.01], [0.00, 0.00, 0.00], [0.00, 0.02, 0.02], [0.06, -0.03, 0.00], [0.03, 0.01, 0.03], [-0.01, 0.02, -0.01], [0.01, 0.01, 0.00], [-0.03, -0.03, 0.02], [-0.01, -0.02, 0.01], [0.04, -0.06, 0.00], [0.04, -0.01, 0.01], [-0.01, 0.03, 0.05], [-0.01, -0.02, 0.02], [0.00, 0.00, 0.01], [0.00, 0.00, 0.01], [0.00, 0.01, 0.01]], "e_lumo_ev": [-2.85, -2.89], "e_above_lowest_kj_mol": 137.2, "e_homo_ev": [-9.100, -9.109], "e_tot_ha": -7958.04687, "s2": 0.763, "charge": 1, "multiplicity": 2, "orbital_gap_ev": [6.25, 6.22]}